ORCA calculation (ωB97M-V/def2-TZVPD) on C38H58BrMnN4SSbSi3 as an isolated structure.

```
107
Properties=species:S:1:pos:R:3:mulliken_spin:R:1
Mn 0.913 1.583 0.186 4.5317
C -1.004 4.184 1.261 -0.0107
C -1.920 3.025 0.845 0.0769
N -1.461 2.401 -0.392 0.0450
C -1.987 2.994 -1.618 0.0364
C -1.357 4.336 -2.001 0.0041
S 0.463 4.313 -2.016 0.0080
C 0.911 5.490 -0.701 -0.0043
C 1.295 4.877 0.650 0.0392
N 0.397 3.802 1.070 0.1343
H -1.210 4.446 2.300 -0.0004
H -1.218 5.067 0.665 -0.0028
H -2.955 3.377 0.760 -0.0008
H -1.881 2.263 1.620 -0.0103
H -1.738 1.424 -0.386 -0.0232
H -3.071 3.149 -1.540 0.0051
H -1.823 2.285 -2.429 -0.0084
H -1.684 5.137 -1.340 0.0000
H -1.676 4.593 -3.010 -0.0003
H 0.088 6.200 -0.612 -0.0003
H 1.768 6.042 -1.086 0.0006
H 1.327 5.692 1.384 0.0023
H 2.295 4.451 0.577 -0.0004
H 0.741 3.420 1.941 -0.0482
C -1.793 -2.490 2.408 0.0053
Sb -1.758 -0.745 1.123 -0.0262
C 0.232 0.031 1.744 0.2372
C 1.229 -1.079 1.604 -0.1192
C 1.980 -1.306 0.429 0.0268
C 2.998 -2.233 0.420 -0.0068
C 3.250 -2.982 1.564 0.0026
C 2.442 -2.762 2.662 0.0031
N 1.468 -1.846 2.691 0.0068
Si 0.095 0.389 3.628 0.0138
C -1.002 -0.656 4.767 0.0019
C -0.721 2.087 3.941 0.0070
C 1.711 0.564 4.611 0.0029
C -1.925 -1.965 -0.843 0.0048
C -1.136 -1.290 -1.940 0.0363
C -1.074 -1.869 -3.224 0.0026
C -0.412 -1.242 -4.257 0.0011
C 0.156 0.002 -4.035 0.0004
C 0.002 0.545 -2.781 0.0378
N -0.598 -0.071 -1.750 -0.0300
Si -3.746 -1.626 -1.309 0.0012
C -3.902 0.143 -1.944 -0.0007
C -4.365 -2.742 -2.694 0.0000
C -4.936 -1.787 0.137 0.0001
Si -1.566 -3.835 -0.705 0.0001
C 0.057 -4.119 0.191 0.0004
C -3.022 -4.733 0.104 -0.0001
C -1.360 -4.822 -2.306 -0.0001
H -2.581 -2.376 3.152 0.0002
H -0.829 -2.558 2.907 -0.0003
H -1.966 -3.391 1.839 -0.0009
H 1.767 -0.724 -0.456 -0.0152
H 3.600 -2.376 -0.470 -0.0002
H 4.046 -3.715 1.600 0.0002
H 2.576 -3.336 3.574 -0.0002
H -2.051 -0.656 4.454 0.0000
H -0.956 -0.193 5.760 -0.0003
H -0.662 -1.688 4.861 0.0002
H -1.718 2.188 3.500 0.0013
H -0.103 2.934 3.623 -0.0044
H -0.840 2.187 5.027 -0.0005
H 2.545 0.011 4.183 -0.0009
H 1.536 0.176 5.621 -0.0006
H 2.012 1.613 4.705 0.0005
H -1.581 -2.802 -3.403 -0.0011
H -0.356 -1.709 -5.234 -0.0001
H 0.683 0.541 -4.811 -0.0007
H 0.366 1.546 -2.593 -0.0111
H -3.146 0.366 -2.704 -0.0001
H -3.788 0.860 -1.122 0.0001
H -4.887 0.303 -2.396 -0.0001
H -3.941 -2.453 -3.662 0.0000
H -5.453 -2.648 -2.766 0.0000
H -4.135 -3.797 -2.522 0.0001
H -4.764 -1.005 0.881 0.0004
H -4.864 -2.756 0.641 0.0002
H -5.961 -1.681 -0.235 -0.0001
H 0.206 -3.433 1.027 -0.0003
H 0.893 -3.980 -0.501 -0.0002
H 0.109 -5.143 0.579 0.0000
H -3.489 -4.196 0.929 0.0001
H -2.674 -5.697 0.490 0.0000
H -3.803 -4.938 -0.636 0.0000
H -0.437 -4.571 -2.835 0.0000
H -2.197 -4.720 -3.003 0.0000
H -1.298 -5.879 -2.023 0.0000
Br 3.144 1.965 1.969 0.0475
C 4.376 1.180 0.738 -0.0174
C 5.539 0.694 1.247 0.0021
C 6.523 0.222 0.354 -0.0033
C 6.319 0.323 -0.991 0.0037
C 5.107 0.841 -1.515 -0.0197
C 4.932 1.010 -2.909 0.0148
C 3.765 1.532 -3.380 -0.0159
C 2.700 1.816 -2.494 -0.1597
C 2.764 1.646 -1.126 0.2891
C 4.047 1.226 -0.641 -0.0695
H 5.711 0.683 2.316 0.0002
H 7.446 -0.187 0.747 -0.0003
H 7.094 0.019 -1.688 0.0002
H 5.739 0.736 -3.580 0.0010
H 3.636 1.701 -4.443 -0.0004
H 1.786 2.179 -2.950 -0.0209
```

Values from the calculation:
<S²>: 8.76
Spin multiplicity: 6
Electronic energy: -188678.0500 eV
Total charge: 0


ORCA calculation (ωB97M-V/def2-TZVPD) on C38H58IrN4O3P3STe as an isolated structure at a distorted geometry.

```
109
Properties=species:S:1:pos:R:3:mulliken_spin:R:1
Ir -0.597 1.109 1.360 0.0986
C 2.524 -4.528 3.743 -0.0035
O 1.791 -3.975 4.832 -0.0005
C 1.222 -2.775 4.662 0.0094
C 0.485 -2.297 5.773 0.0007
C -0.122 -1.087 5.687 0.0005
C -0.078 -0.298 4.502 -0.0106
C -0.780 0.935 4.449 -0.0005
C -1.226 1.641 5.701 -0.0002
O -1.135 1.508 3.384 -0.0014
C 0.672 -0.786 3.391 -0.1755
O 0.857 -0.123 2.285 0.0368
C 1.324 -2.031 3.507 0.0771
H 2.841 -5.514 4.069 0.0000
H 3.397 -3.916 3.511 0.0016
H 1.893 -4.618 2.857 0.0004
H 0.430 -2.907 6.663 -0.0001
H -0.694 -0.735 6.534 -0.0002
H -0.691 1.322 6.589 0.0001
H -2.296 1.484 5.852 0.0000
H -1.071 2.710 5.557 0.0000
H 1.906 -2.361 2.659 0.0382
C -3.846 1.486 0.066 -0.0001
P -2.432 2.311 0.836 0.0003
C -3.247 3.200 2.202 -0.0005
C -1.927 3.634 -0.296 0.0005
C -2.736 4.246 -1.244 -0.0003
C -2.190 5.180 -2.112 0.0000
C -0.844 5.507 -2.027 -0.0001
C -0.037 4.910 -1.068 -0.0004
C -0.580 3.973 -0.197 -0.0001
P 0.388 3.049 1.041 0.0004
C 0.489 4.096 2.516 0.0000
C 2.068 3.090 0.409 0.0197
H -4.680 2.183 -0.033 0.0000
H -4.164 0.661 0.705 0.0000
H -3.557 1.088 -0.905 0.0000
H -3.729 4.080 1.777 0.0001
H -2.551 3.491 2.980 -0.0001
H -4.004 2.559 2.655 -0.0001
H -3.784 3.984 -1.329 0.0000
H -2.812 5.642 -2.867 0.0000
H -0.417 6.223 -2.716 0.0000
H 1.011 5.176 -1.020 0.0001
H 0.750 5.113 2.222 0.0000
H 1.268 3.698 3.169 0.0000
H -0.449 4.101 3.063 0.0000
H 2.391 4.132 0.396 0.0008
H 2.101 2.656 -0.590 -0.0040
H 2.721 2.509 1.057 -0.0036
Te 3.497 -0.479 0.895 0.8263
C 5.296 -0.474 -0.130 -0.0674
C 5.978 0.609 -0.639 0.0702
C 7.190 0.260 -1.278 -0.0267
C 7.422 -1.087 -1.247 0.0917
S 6.173 -1.921 -0.446 0.0028
H 5.612 1.622 -0.553 0.0061
H 7.862 0.970 -1.739 -0.0004
H 8.269 -1.616 -1.655 0.0041
N -0.032 0.407 -0.382 -0.0298
P -0.608 -0.669 -1.325 -0.0111
N 0.600 -1.244 -2.314 -0.0427
C 1.777 -0.444 -2.641 0.1122
C 3.009 -1.332 -2.759 0.0020
C 2.787 -2.440 -3.782 0.0053
C 1.529 -3.231 -3.435 -0.0012
C 0.336 -2.292 -3.297 0.0042
N -1.221 -2.076 -0.640 -0.0004
C -0.197 -2.869 0.080 -0.0035
C -0.872 -3.955 0.902 0.0013
C -1.703 -3.341 2.037 0.0001
C -2.276 -1.985 1.605 0.0003
C -2.491 -1.944 0.096 -0.0011
N -1.921 -0.132 -2.230 -0.0026
C -1.857 1.225 -2.770 -0.0016
C -1.603 1.239 -4.273 -0.0002
C -2.682 0.432 -4.990 0.0000
C -2.727 -0.989 -4.436 0.0000
C -2.895 -0.982 -2.919 0.0001
H 1.898 0.313 -1.868 -0.0738
H 1.618 0.071 -3.602 0.0041
H 3.216 -1.775 -1.782 0.0105
H 3.872 -0.720 -3.032 -0.0034
H 3.654 -3.101 -3.827 -0.0009
H 2.671 -1.997 -4.778 0.0011
H 1.682 -3.771 -2.497 0.0009
H 1.314 -3.972 -4.208 -0.0002
H -0.561 -2.839 -3.004 0.0009
H 0.150 -1.838 -4.281 -0.0002
H 0.399 -2.222 0.737 0.0436
H 0.486 -3.299 -0.650 -0.0096
H -0.117 -4.635 1.300 -0.0001
H -1.510 -4.548 0.241 0.0001
H -1.087 -3.209 2.929 0.0005
H -2.516 -4.016 2.309 0.0000
H -1.576 -1.182 1.887 0.0017
H -3.213 -1.772 2.125 0.0001
H -2.962 -1.008 -0.197 -0.0003
H -3.177 -2.746 -0.197 0.0000
H -1.083 1.770 -2.228 0.0037
H -2.815 1.732 -2.586 -0.0003
H -0.615 0.810 -4.474 0.0000
H -1.591 2.272 -4.630 0.0000
H -2.509 0.418 -6.067 0.0000
H -3.652 0.916 -4.829 0.0000
H -1.802 -1.505 -4.694 0.0001
H -3.548 -1.554 -4.883 0.0000
H -2.831 -1.992 -2.519 -0.0001
H -3.899 -0.599 -2.682 -0.0001
```

Values from the calculation:
<S²>: 0.76
Spin multiplicity: 2
Electronic energy: -101281.8992 eV
Total charge: +1


ORCA calculation (ωB97M-V/def2-TZVPD) on C38H59I2IrN6O3 as an isolated structure.

```
109
Properties=species:S:1:pos:R:3:mulliken_spin:R:1
Ir 0.839 1.217 -1.119 0.4541
C 1.369 3.151 -3.276 0.0073
N 1.897 1.847 -2.776 -0.0006
C 3.346 2.043 -2.479 0.0044
C 1.742 0.796 -3.840 -0.0097
C 1.496 -0.573 -3.228 0.0268
N 0.391 -0.480 -2.232 -0.0204
C -0.926 -0.329 -2.940 0.0215
C -2.024 0.162 -2.046 0.0061
C -3.138 -0.615 -1.785 -0.0058
C -4.193 -0.112 -1.030 0.0154
C -4.104 1.215 -0.619 -0.0052
C -3.010 2.045 -0.871 0.0023
C -1.932 1.465 -1.547 0.0158
O -0.762 2.136 -1.760 0.1784
C -2.997 3.513 -0.444 0.0134
C -4.313 3.937 0.215 -0.0006
C -1.864 3.769 0.555 0.0059
C -2.792 4.388 -1.690 0.0006
C -5.395 -1.001 -0.714 0.0051
C -6.054 -1.452 -2.025 0.0014
C -6.443 -0.280 0.134 0.0000
C -4.915 -2.235 0.063 0.0017
C 0.311 -1.685 -1.375 -0.0029
C 1.351 -1.860 -0.291 0.0344
C 1.225 -3.038 0.436 -0.0139
C 2.092 -3.365 1.465 0.0262
C 3.147 -2.485 1.706 -0.0089
C 3.332 -1.297 1.010 0.0046
C 2.370 -0.959 0.030 0.0321
O 2.457 0.251 -0.580 0.1448
C 4.543 -0.400 1.300 0.0030
C 5.445 -0.990 2.389 -0.0002
C 5.395 -0.277 0.029 0.0051
C 4.107 0.991 1.785 0.0038
C 1.874 -4.642 2.273 0.0000
C 2.969 -4.859 3.318 0.0006
C 1.860 -5.854 1.330 0.0019
C 0.523 -4.546 2.996 0.0024
H 1.936 3.443 -4.161 -0.0006
H 1.493 3.891 -2.488 0.0008
H 0.315 3.053 -3.510 -0.0026
H 3.820 2.458 -3.368 -0.0005
H 3.797 1.094 -2.219 -0.0022
H 3.440 2.732 -1.643 0.0024
H 2.642 0.773 -4.456 -0.0010
H 0.916 1.094 -4.481 0.0051
H 2.381 -0.941 -2.710 -0.0032
H 1.221 -1.290 -4.007 -0.0015
H -1.185 -1.299 -3.374 -0.0025
H -0.776 0.375 -3.755 -0.0007
H -3.184 -1.619 -2.195 -0.0015
H -4.934 1.633 -0.072 -0.0008
H -4.498 3.401 1.148 -0.0002
H -5.169 3.795 -0.446 -0.0004
H -4.256 4.999 0.456 0.0005
H -1.959 3.127 1.434 -0.0001
H -1.890 4.806 0.896 0.0003
H -0.896 3.593 0.091 -0.0009
H -3.593 4.222 -2.413 -0.0006
H -1.837 4.181 -2.171 0.0023
H -2.807 5.442 -1.405 -0.0003
H -6.377 -0.592 -2.613 -0.0001
H -6.929 -2.069 -1.812 0.0003
H -5.372 -2.044 -2.637 -0.0002
H -6.868 0.579 -0.389 -0.0002
H -6.030 0.063 1.084 0.0001
H -7.261 -0.966 0.357 0.0000
H -4.176 -2.808 -0.500 -0.0002
H -5.756 -2.898 0.275 0.0002
H -4.468 -1.944 1.017 -0.0001
H 0.334 -2.556 -2.039 -0.0002
H -0.679 -1.655 -0.917 0.0011
H 0.414 -3.713 0.180 -0.0011
H 3.860 -2.740 2.473 0.0002
H 5.843 -1.967 2.109 -0.0002
H 4.929 -1.083 3.346 0.0001
H 6.292 -0.321 2.541 0.0002
H 5.739 -1.261 -0.298 -0.0008
H 6.274 0.338 0.230 -0.0001
H 4.839 0.181 -0.784 -0.0027
H 3.584 0.931 2.745 -0.0010
H 3.486 1.507 1.053 -0.0023
H 4.987 1.610 1.973 0.0003
H 3.954 -4.957 2.858 -0.0001
H 2.768 -5.780 3.866 0.0000
H 3.005 -4.046 4.046 0.0000
H 2.799 -5.930 0.780 0.0001
H 1.046 -5.797 0.606 -0.0004
H 1.726 -6.772 1.904 0.0001
H 0.519 -3.711 3.701 -0.0002
H 0.328 -5.461 3.558 0.0003
H -0.300 -4.404 2.293 -0.0003
I 0.171 6.923 -0.306 0.0000
I 0.148 7.140 2.332 0.0001
N 2.291 2.630 4.232 -0.0002
C 1.756 3.023 3.288 0.0008
N 1.091 3.495 2.242 0.0061
C 1.287 3.130 1.065 0.0237
N 1.444 2.854 -0.079 -0.0018
C -1.569 -0.570 2.079 -0.0010
C -0.309 0.096 1.628 0.0049
N 0.719 0.162 2.451 -0.0035
O -0.307 0.622 0.492 0.0334
H -1.433 -1.159 2.983 -0.0001
H -1.943 -1.195 1.269 0.0001
H -2.315 0.207 2.258 0.0000
H 0.679 -0.246 3.370 0.0000
H 1.584 0.601 2.171 0.0024
```

Values from the calculation:
<S²>: 0.76
Spin multiplicity: 2
Electronic energy: -74483.9516 eV
Total charge: +1


ORCA calculation (ωB97M-V/def2-TZVPD) on a 3-piece molecular cluster, C38H59N3O12P2S4 overall at a distorted geometry.

```
118
Properties=species:S:1:pos:R:3:mulliken_charge:R:1
C -1.576 -7.987 2.010 -0.4706
C -1.000 -7.589 0.766 -0.1105
C -0.348 -7.015 -0.664 -0.2491
C 0.034 -5.431 -0.351 -0.0718
C 0.927 -5.197 1.045 -0.7861
C 1.329 -3.667 1.474 0.0388
S 2.280 -3.440 3.074 1.1213
C 4.112 -3.112 2.870 -0.5558
O 1.622 -2.313 3.951 -0.6145
O 2.107 -4.759 3.913 -0.6614
C 0.841 -2.445 0.497 0.5116
C -0.037 -2.600 -0.892 -0.7576
C -0.454 -4.161 -1.324 0.0302
P -1.500 -4.634 -2.846 0.1495
C -1.584 -3.264 -4.167 -0.5793
C -3.211 -5.347 -2.389 -0.9727
N -0.494 -1.427 -1.727 0.9227
C -1.884 -0.950 -1.377 -0.6838
C -2.015 -0.411 0.166 0.1486
C -3.475 0.302 0.391 -0.6061
C -3.310 1.909 -0.002 -0.3289
N -4.634 2.395 -0.550 -0.2616
C -5.410 3.235 0.441 0.4010
C -7.018 2.883 0.623 -0.6674
O -4.923 4.247 1.174 -0.5702
C 0.519 -0.313 -1.808 0.0218
C 0.624 0.508 -3.262 -0.7939
C 1.643 1.786 -3.519 0.4299
C 1.702 2.617 -4.936 -0.7262
C 2.695 1.973 -6.072 -0.6736
C 4.252 1.795 -5.577 -0.4951
C 4.444 0.287 -4.947 -0.4385
C 5.226 0.384 -3.509 0.2549
N 6.533 -0.407 -3.585 -0.7415
C 2.618 2.252 -2.271 0.7467
C 3.689 3.531 -2.351 -0.6708
C 4.501 4.698 -2.449 -0.8399
C 2.577 1.473 -0.797 0.1157
C 3.533 1.891 0.483 -0.9472
P 2.480 2.975 1.652 0.9880
O 1.042 3.123 0.983 -0.5322
O 2.372 2.125 3.175 -0.5052
O 3.327 4.529 1.790 -0.5025
C 1.504 0.223 -0.615 0.2093
S 1.358 -0.692 1.054 -0.1421
H -1.700 -8.059 3.193 0.3226
H 0.610 -7.678 -0.848 0.3426
H -1.192 -7.151 -1.463 0.1381
H 1.247 -6.149 1.690 0.2713
H 4.685 -4.053 2.449 0.3489
H 4.543 -2.936 3.969 0.1910
H 4.348 -2.157 2.233 0.2249
H -2.472 -2.524 -3.871 0.1596
H -1.884 -3.704 -5.217 0.4158
H -0.618 -2.572 -4.208 0.1497
H -3.599 -5.028 -1.320 0.2913
H -3.950 -5.101 -3.262 0.3801
H -3.099 -6.535 -2.374 0.3300
H -2.656 -1.793 -1.672 0.3660
H -2.141 -0.029 -2.092 0.1678
H -1.191 0.444 0.289 -0.1032
H -1.813 -1.335 0.868 0.2332
H -3.696 0.234 1.562 0.2620
H -4.324 -0.200 -0.248 0.2375
H -2.957 2.521 0.937 0.2972
H -2.484 2.027 -0.832 0.2212
H -4.504 2.949 -1.428 0.2972
H -7.534 3.838 1.074 0.1207
H -7.530 2.651 -0.428 0.2657
H -7.154 1.998 1.393 0.2529
H -0.102 0.169 -4.145 0.1992
H 0.570 2.708 -5.304 0.3651
H 2.042 3.730 -4.678 0.3378
H 2.225 0.993 -6.550 0.2533
H 2.727 2.761 -6.968 0.3325
H 4.926 1.889 -6.539 0.3919
H 4.556 2.667 -4.859 0.1248
H 3.348 -0.170 -4.834 0.1208
H 5.057 -0.330 -5.764 0.3953
H 4.558 -0.094 -2.662 -0.0407
H 5.534 1.503 -3.261 0.0170
H 6.381 -1.286 -4.130 0.2475
H 6.789 -0.628 -2.581 0.2604
H 5.160 5.680 -2.465 0.3583
H 4.498 2.486 0.114 0.3799
H 3.951 0.934 1.058 0.2426
H 2.645 1.161 2.975 0.3244
H 2.812 5.106 2.452 0.3574
O -9.593 5.013 -0.128 -0.6048
S -9.967 6.207 0.597 1.1999
O -10.389 6.167 1.981 -0.6168
O -11.079 7.027 -0.267 -0.2723
C -12.273 6.359 -0.648 -0.3038
C -13.219 6.193 0.527 -0.9868
C -8.650 7.391 0.460 -0.9506
H -12.044 5.394 -1.113 0.3036
H -12.759 6.977 -1.411 0.2705
H -12.797 5.521 1.282 0.2993
H -14.175 5.773 0.201 0.3831
H -13.400 7.156 1.017 0.2579
H -8.342 7.461 -0.585 0.3100
H -7.818 7.037 1.073 0.3825
H -9.000 8.355 0.832 0.3417
O 8.136 -5.034 4.928 -0.6502
S 7.379 -4.081 5.711 1.2324
O 6.740 -2.930 5.111 -0.5995
O 8.290 -3.582 6.966 -0.2671
C 9.563 -3.011 6.699 -0.3475
C 9.438 -1.602 6.150 -0.9656
C 6.155 -4.961 6.649 -0.9534
H 10.139 -3.651 6.022 0.3216
H 10.106 -2.975 7.650 0.2668
H 8.963 -1.603 5.164 0.2806
H 10.422 -1.135 6.048 0.3822
H 8.817 -0.984 6.807 0.2593
H 6.628 -5.815 7.139 0.3395
H 5.386 -5.305 5.955 0.3808
H 5.716 -4.283 7.383 0.3207
```

Values from the calculation:
SMILES: C#CCc1cc(S(C)(=O)=O)c2c(c1P(C)C)N(CCCCNC(C)=O)c1cc(CCCCCN)c(C#C)c(CP(=O)(O)O)c1S2.CCOS(C)(=O)=O.CCOS(C)(=O)=O
Spin multiplicity: 1
Electronic energy: -131287.7274 eV
Total charge: 0